(1)
Density functional theory data (ωB97M-V with the def2-TZVPD basis set) for C23H48LuNO2P3 as an isolated structure in a non-equilibrium geometry.

Properties
spin multiplicity = 1
HOMO level = -15.1 eV
charge = +3
DFT total energy = -3369.05301 Ha
LUMO level = -0.3493 Ha
molecular weight = 638.531 g/mol
relative energy (zero: lowest compared OMol25 entry of this formula, charge and spin) = 49.3 kcal per mole

Each line ends with the Löwdin charge.
CARTESIAN COORDINATES (ANGSTROEM)
Lu -1.0966 -1.6357 -0.9916  1.72
P 0.9817 3.1192 0.5468  0.90
P -1.9748 0.9548 -1.5797  0.77
P 2.4324 -0.8765 0.5627  0.78
H -1.1834 -1.9536 -5.1913  0.11
C -0.7226 -2.6441 -4.4433  0.06
C -1.2433 -2.9548 -3.2155  -0.23
H -2.3490 -2.7759 -3.0575  0.07
C 1.7700 4.5918 -0.2115  -0.18
C -0.7532 3.4456 0.8729  -0.21
C 1.8569 2.5882 2.0290  -0.20
C -2.6539 0.0408 -3.0305  -0.30
C -3.4820 1.7603 -0.9318  -0.28
C -1.4399 2.5477 -2.3821  -0.24
C 3.2684 -2.3467 -0.1281  -0.28
C 2.9711 -0.9521 2.3126  -0.29
C 3.5949 0.3559 -0.1667  -0.28
H 0.1912 -3.1245 -4.8533  0.10
H -0.8018 -3.6964 -2.4780  0.07
H 1.7078 5.4591 0.4631  0.08
H 1.2481 4.8152 -1.1627  0.07
H 2.8318 4.3647 -0.4389  0.08
H -0.8081 4.2460 1.6400  0.10
H -1.2366 2.5300 1.2384  0.05
H -1.2552 3.7781 -0.0523  0.04
H 2.7045 3.2820 2.2146  0.09
H 2.2170 1.5595 1.8988  -0.01
H 1.1467 2.6255 2.8704  0.07
H -3.3221 0.7213 -3.5794  0.08
H -3.2619 -0.8224 -2.6997  0.04
H -1.8654 -0.3144 -3.7138  0.03
H -4.0693 2.2179 -1.7474  0.08
H -3.1892 2.5576 -0.2283  0.04
H -4.0910 1.0182 -0.4025  0.05
H -2.1993 3.3549 -2.2909  0.07
H -1.2171 2.4637 -3.4606  0.07
H -0.5283 2.9680 -1.9344  0.00
H 4.1704 -2.5564 0.4627  0.06
H 3.4944 -2.2238 -1.1970  0.03
H 2.5534 -3.1724 -0.0576  0.03
H 3.7416 -1.7311 2.4239  0.05
H 2.0704 -1.2510 2.8700  0.02
H 3.3182 0.0198 2.6970  0.04
H 4.6533 0.1115 0.0205  0.07
H 3.4033 1.3698 0.1891  -0.01
H 3.4243 0.3605 -1.2499  0.03
C 1.5598 -1.0813 -2.8142  -0.43
C 2.0632 -0.0735 -3.6754  -0.04
C 3.1996 -0.3866 -4.4441  -0.06
C 3.8533 -1.6181 -4.2907  -0.06
C 3.1336 -2.6635 -3.7342  -0.09
C 1.9699 -2.4383 -3.0230  -0.13
O 0.6879 -0.7604 -1.8099  -0.45
H 1.1982 2.1299 -0.4844  0.06
H 1.4557 0.8329 -3.8377  0.11
H 3.5178 0.3117 -5.2421  0.13
H 4.8411 -1.7620 -4.6903  0.11
H 3.4071 -3.7413 -3.9098  0.14
H 1.4127 -3.3118 -2.6563  0.10
O -1.1577 -1.2113 1.2041  -0.29
C -1.4321 -1.2476 2.5009  -0.32
C -1.2564 -0.0692 3.5245  -0.08
C -2.5826 0.4965 4.0361  -0.19
C -3.3719 -0.2864 5.0892  -0.19
C -3.7494 -1.6906 4.6894  -0.18
C -2.5361 -2.5545 4.3728  -0.12
N -1.9196 -2.3744 3.0182  0.12
H -0.7168 -0.4662 4.4085  0.14
H -0.5807 0.6986 3.0727  0.10
H -2.3798 1.4804 4.4502  0.12
H -3.2160 0.6944 3.1760  0.11
H -2.8266 -0.3063 6.0330  0.13
H -4.2957 0.2486 5.3125  0.13
H -4.2935 -2.1809 5.5058  0.14
H -4.4198 -1.7243 3.8289  0.12
H -1.7996 -2.3858 5.1551  0.13
H -2.7898 -3.6115 4.4483  0.13
H -1.9834 -3.1432 2.3496  0.16



(2)
Density functional theory data (ωB97M-V with the def2-TZVPD basis set) for C4H9NO2 as an isolated structure in a non-equilibrium geometry.

Properties
spin multiplicity = 1
HOMO level (alpha / beta) = -7.0 / -7.0 eV
DFT total energy = -362.80125 Ha
LUMO level (alpha / beta) = 0.0018 / 0.0018 Ha
molecular weight = 103.121 g/mol
relative energy (zero: lowest compared OMol25 entry of this formula, charge and spin) = 178.4 kcal per mole

Each line ends with the Löwdin charge.
CARTESIAN COORDINATES (ANGSTROEM)
C 0.0086 -0.1624 0.2356  -0.62
C 0.9932 -0.1245 -1.4999  0.08
C 0.7191 0.8844 1.0647  -0.05
C -1.3915 0.1318 -0.2600  -0.06
O 0.6913 -1.3075 -0.1710  -0.14
N -0.3680 -1.5049 1.5512  0.02
O -1.4233 -1.9699 1.6973  0.01
H 0.6050 -0.7584 -2.2856  0.08
H 0.6589 0.9061 -1.6447  0.08
H 2.0685 -0.1580 -1.3788  0.09
H 1.5834 0.4342 1.5513  0.09
H 0.0470 1.2841 1.8252  0.09
H 1.0644 1.7290 0.4572  0.08
H -2.0927 0.1956 0.5770  0.08
H -1.7298 -0.6638 -0.9230  0.09
H -1.4339 1.0842 -0.7963  0.08



(3)
Density functional theory data (ωB97M-V with the def2-TZVPD basis set) for one molecule with the formula C6H8N4O2 in a non-equilibrium geometry.

Properties
spin multiplicity = 1
HOMO level (alpha / beta) = -9.4 / -9.4 eV
DFT total energy = -602.76578 Ha
LUMO level (alpha / beta) = -0.0429 / -0.0429 Ha
molecular weight = 168.156 g/mol
relative energy (zero: lowest compared OMol25 entry of this formula, charge and spin) = 134.1 kcal per mole

Each line ends with the Löwdin charge.
CARTESIAN COORDINATES (ANGSTROEM)
C 2.8650 -0.9596 -1.1746  -0.21
C 0.8797 -0.2936 -0.9857  -0.30
C -0.5800 -0.1349 -1.2016  -0.10
C -1.4084 0.3788 -0.0177  -0.17
C 1.1048 0.5134 1.3452  0.13
C -1.0456 -0.2378 1.2910  -0.05
N 1.6918 -0.8722 -1.8361  0.12
N 2.8204 -0.5009 0.0476  0.10
N 1.5610 -0.0391 0.1750  -0.14
N -1.4532 0.4112 2.4717  -0.45
O -1.6862 1.6086 2.4195  0.05
O -1.5114 -0.2599 3.4870  0.06
H 3.7551 -1.3653 -1.6081  0.10
H -0.7363 0.5284 -2.0552  0.13
H -0.9422 -1.1211 -1.5091  0.13
H -1.3267 1.4646 0.0755  0.12
H -2.4601 0.1601 -0.2372  0.13
H 0.7843 1.5449 1.3342  0.10
H 1.5802 0.1453 2.2416  0.11
H -0.9375 -1.3083 1.3868  0.14



Which of these has the highest molecular weight?
C23H48LuNO2P3



What is the spin multiplicity in the second record?
1



Number 3 is which compound?
C6H8N4O2



Number 1 is which compound?
C23H48LuNO2P3